# 1
{
  "formula": "C50H65ClGaN9O4P",
  "method": "the ωB97M-V functional and the def2-TZVPD basis",
  "elements": ["Ga", "Cl", "P", "O", "O", "O", "O", "N", "N", "N", "N", "N", "N", "N", "N", "N", "C", "C", "C", "C", "C", "C", "C", "C", "C", "C", "C", "C", "C", "C", "C", "C", "C", "C", "C", "C", "C", "C", "C", "C", "C", "C", "C", "C", "C", "C", "C", "C", "C", "C", "C", "C", "C", "C", "C", "C", "C", "C", "C", "C", "C", "C", "C", "C", "C", "C", "H", "H", "H", "H", "H", "H", "H", "H", "H", "H", "H", "H", "H", "H", "H", "H", "H", "H", "H", "H", "H", "H", "H", "H", "H", "H", "H", "H", "H", "H", "H", "H", "H", "H", "H", "H", "H", "H", "H", "H", "H", "H", "H", "H", "H", "H", "H", "H", "H", "H", "H", "H", "H", "H", "H", "H", "H", "H", "H", "H", "H", "H", "H", "H", "H"],
  "xyz": [[2.807773, 1.381908, -0.893065], [2.998425, 4.909055, -0.501802], [3.331911, 3.103930, 0.644929], [7.508472, 0.991115, 0.468338], [-5.315888, -0.084649, 0.884315], [1.118391, 1.663403, -1.774520], [5.018373, 3.075635, 1.088307], [-1.329929, 1.412220, -7.883517], [-5.109000, -1.759928, -4.153164], [7.529647, -4.136468, 0.921181], [-7.315689, -6.043504, 6.755657], [-1.735138, 1.037878, 0.611683], [-6.235861, -3.663782, 2.906593], [3.701843, 7.342928, 5.211948], [-1.450835, 1.896118, 4.051654], [4.682897, 0.715037, -5.978571], [2.916759, 0.358608, -8.118024], [0.186720, 2.237108, -0.786317], [5.806682, -0.491710, -0.854702], [-3.920981, -3.327805, 4.440215], [0.303947, 3.000354, -7.086259], [4.258980, 1.754942, -6.729733], [-7.312209, -6.335324, 9.151940], [3.978323, 8.240049, 2.987885], [7.041133, -4.276414, -0.330666], [-0.491079, 4.055802, -7.521089], [-2.194367, 3.679350, 5.499054], [-1.707407, 3.782971, -8.138023], [-7.800558, -4.797889, 6.952375], [3.372167, 6.161442, 4.646386], [-6.713912, -3.547642, -4.389125], [-3.212380, 1.341657, 0.727673], [6.031862, -5.163452, -0.669311], [-1.945090, 2.892077, 6.618233], [-5.982875, -2.647508, -3.630669], [3.327675, 5.947310, 3.278146], [3.636694, 7.010138, 2.435520], [-4.093188, 0.131536, 0.058733], [-4.962252, -1.773818, -5.496155], [-4.629184, 0.529105, -1.447438], [-7.081877, -6.783482, 7.861198], [4.210720, -0.505419, -6.313221], [-1.217023, 1.156140, 5.157195], [3.998699, 8.355827, 4.368583], [-6.542434, -3.536469, -5.769554], [-2.081086, 2.457702, -8.293497], [3.384100, 1.628627, -7.796867], [-5.943689, -4.483700, 3.939466], [3.336719, -0.732468, -7.364165], [5.974789, -5.840078, 1.633549], [-4.811775, -4.356643, 4.728477], [-5.353344, -2.673013, 2.651853], [7.384381, 0.020722, -0.668045], [-1.447355, 1.604298, 6.447937], [-1.935704, 3.141733, 4.248371], [-1.186527, 1.289175, -0.774962], [5.167668, -0.090569, -2.311407], [8.533320, 0.513823, 1.428109], [-8.059221, -4.260272, 8.203057], [6.983914, -4.921793, 1.875066], [-7.809944, -5.047545, 9.322236], [-5.650878, -2.632701, -6.337737], [5.491284, -5.959835, 0.334705], [4.356941, 1.353074, -2.316322], [-0.153458, 1.708328, -7.289638], [-4.193261, -2.467945, 3.381442], [8.028576, -0.943190, -0.447340], [-3.022039, -3.197557, 5.035689], [2.991195, -1.735076, -7.589233], [-2.136798, 3.278769, 7.614911], [2.230809, 0.220100, -8.948650], [-4.252929, -1.052421, -5.891258], [5.406643, 4.004247, 1.034268], [3.058090, 4.976111, 2.878945], [3.074982, 2.499243, -8.364080], [4.223317, 9.088081, 2.358539], [-7.108015, -6.974076, 10.003742], [-0.825524, 0.159717, 4.972323], [-6.690378, -7.779905, 7.676326], [-0.165155, 5.082276, -7.380463], [7.497475, -3.635484, -1.079413], [5.097177, 2.216945, -2.020930], [2.808355, 0.016092, -0.003950], [7.751577, 0.585190, -1.633026], [5.574937, -6.446643, 2.438201], [-1.937900, 1.782595, -1.525690], [-3.779374, 0.828733, -2.198396], [6.069902, 0.050427, -3.072859], [3.957162, 1.549672, -3.398513], [-1.243161, 0.965547, 7.299739], [-6.084331, -2.614739, -2.549493], [5.170005, -0.117058, 0.073578], [-5.611766, -2.026683, 1.818104], [-3.466040, 1.332545, 1.893014], [8.984689, 1.442399, 2.026223], [-5.460465, 1.379844, -1.415379], [-2.581217, 4.687218, 5.598081], [-3.534693, 2.395869, 0.327666], [-7.099239, -4.226236, -6.397120], [3.611182, 6.880840, 1.357428], [-1.166245, 1.480714, 1.366201], [-2.116941, 3.715498, 3.344155], [-0.819005, 0.231807, -1.189321], [-3.486599, -0.870721, 0.025679], [-5.495492, -2.598122, -7.410078], [-2.349343, 4.582965, -8.488999], [4.654190, 2.724764, -6.441785], [-8.446071, -3.252405, 8.302084], [5.785886, -1.680479, -0.787022], [-8.001652, -4.660853, 10.318914], [-3.022662, 2.193428, -8.765994], [4.699644, -6.667767, 0.107132], [-0.168963, 3.301248, -1.157676], [-6.667451, -5.273058, 4.122198], [-5.137489, -0.446955, -1.909294], [0.584271, 2.257864, 0.314035], [-7.981795, -4.224124, 6.048159], [8.021062, -0.243272, 2.165928], [1.256866, 3.179676, -6.601433], [0.432520, 0.850661, -6.971289], [3.135790, 5.364172, 5.345526], [5.676267, -5.232037, -1.691126], [4.512286, -0.979705, -2.719134], [7.392263, -4.788649, 2.872980], [-3.518687, -1.657231, 3.130544], [-6.035820, -0.229861, 0.201392], [4.564633, -1.324116, -5.692907], [9.472704, 0.022825, 0.886380], [4.262204, 9.294266, 4.847705], [-7.400674, -4.240039, -3.915616], [-4.628556, -5.043186, 5.547229]],
  "atomic_forces_ev_per_a": [[0.9700, -0.8613, -1.8178], [0.4763, -0.4330, -0.0062], [0.2443, 0.8738, 1.7107], [1.8347, -2.2100, -0.2072], [0.1531, 0.1465, -2.1752], [-0.5564, 1.2593, 2.5661], [-0.5579, 1.7681, -1.2522], [0.2513, 0.9652, 0.0778], [-0.6021, -0.7272, -0.6533], [-0.7257, -0.7083, -0.2212], [-0.1792, 0.3680, 0.9731], [-1.2153, 1.2573, -0.8717], [0.8056, 0.0213, 0.6258], [-0.0021, -0.0230, -0.8966], [-0.2251, 0.3979, 0.9544], [-0.6217, -0.1729, -0.9210], [0.0435, -0.0484, -0.0331], [-1.2704, -0.8259, -1.0933], [0.2076, -0.4877, 0.0999], [-0.0214, 0.0421, -0.0475], [-0.1751, 0.2959, -0.1064], [0.3657, -0.6935, 0.6126], [-0.0978, 0.2587, 0.0060], [-0.0590, -0.2423, 0.0514], [0.4369, 0.1916, 0.8374], [0.0507, -0.0460, 0.0124], [0.0540, -0.1915, 0.2342], [0.1986, -0.0159, 0.0944], [0.3042, -0.8119, -0.2972], [0.2208, 0.8015, 0.4236], [0.0342, 0.0074, -0.2804], [-0.0839, -0.7849, 1.6220], [-0.0937, -0.1866, 0.2277], [-0.0001, -0.0062, -0.0172], [0.6463, 0.6692, -0.2912], [0.0369, 0.1705, -0.1244], [0.0222, 0.0441, -0.0698], [-0.2207, 1.0386, -0.9692], [0.0238, 0.1479, 0.9347], [-0.2989, -0.9228, -0.2528], [-0.1198, 0.4135, -0.8185], [0.4303, 0.8449, 0.3891], [-0.1098, 0.3834, -0.8639], [-0.1942, -0.6499, 0.6108], [0.0072, 0.0125, 0.0107], [0.4688, -0.7347, 0.2557], [-0.0171, -0.2769, -0.0608], [-0.3275, 0.4163, -0.6924], [-0.1002, 0.2692, -0.1786], [-0.0674, -0.0011, -0.2756], [0.1522, 0.1778, -0.0507], [-0.7624, -0.5890, -0.1239], [-0.9082, -0.2970, 0.0016], [-0.1150, 0.2890, 0.0015], [0.3405, -0.8497, -0.2787], [1.7510, -0.5623, -0.4533], [0.6090, 0.8427, -0.2928], [0.3954, 0.4335, 0.2041], [0.0517, -0.2008, 0.2421], [0.4318, 0.5988, -0.5970], [-0.0003, 0.0095, -0.0145], [-0.1968, -0.1963, 0.1466], [0.0173, 0.0100, -0.0134], [0.5558, -0.5544, -0.3795], [-0.7672, -0.3977, -0.3456], [0.0929, -0.1694, 0.2661], [-1.0548, 2.0413, -0.5040], [-0.0804, -0.0126, -0.0667], [0.0261, 0.0797, 0.0424], [0.0249, -0.0374, -0.1066], [0.0529, 0.0219, 0.0888], [-0.0433, -0.0621, -0.0031], [-0.8427, -1.7932, 0.1315], [0.0093, 0.0069, -0.0586], [0.0306, -0.0699, 0.0463], [-0.0106, -0.0493, 0.0607], [-0.0054, 0.0415, -0.0904], [-0.0208, 0.0755, 0.0305], [-0.0311, 0.0654, 0.0517], [-0.0377, -0.1171, 0.0068], [-0.0771, -0.0398, 0.0273], [-1.1855, -1.6502, -0.6891], [-0.2551, 0.3824, -0.0532], [-0.6867, -1.2366, 1.8015], [0.0378, 0.0735, -0.0536], [1.1138, -1.0353, 1.5928], [-1.6388, -0.5630, 1.6332], [-1.6869, -0.6160, 1.4511], [0.8472, -0.3018, 1.9320], [-0.0026, 0.0398, -0.0913], [-0.0168, -0.0533, -0.0550], [1.3566, -0.5784, -2.1291], [0.1892, -0.0254, 0.2181], [0.4599, -0.0154, -2.4598], [-1.3242, -1.9286, -1.2569], [1.9109, -1.6792, 0.1440], [0.0427, -0.0881, -0.0364], [0.4950, -1.9044, 0.3873], [0.0590, 0.0708, 0.0689], [-0.0360, -0.0698, 0.1474], [-0.8831, -0.2810, -0.9671], [0.0141, -0.0131, 0.0683], [-0.8673, 2.3863, 0.5194], [-0.9240, 2.0439, 0.0839], [0.0131, 0.0155, 0.1015], [0.0314, -0.0805, 0.0306], [-0.0478, -0.0471, -0.0098], [0.0411, -0.0932, -0.0418], [0.2019, 2.4491, -0.0514], [0.0250, -0.0415, -0.1098], [0.0422, 0.0589, 0.0199], [0.0788, 0.0911, 0.0256], [0.9577, -1.8122, 1.0387], [0.1081, 0.0071, 0.0842], [1.0620, 2.1398, 0.8925], [-0.5496, 0.1673, -1.8322], [0.0295, 0.0029, 0.0857], [1.2083, 1.3412, -1.3254], [-0.1270, -0.0695, 0.0066], [-0.0405, 0.1459, 0.0367], [0.0170, 0.0247, -0.0947], [0.0359, 0.0451, 0.0951], [1.0858, 1.8333, 0.8823], [-0.0571, -0.0313, -0.0598], [-0.0860, -0.0319, -0.0374], [1.1690, 0.2543, 1.3338], [-0.0446, 0.0584, -0.0348], [-2.0880, 0.8435, 1.0388], [-0.0096, -0.0223, -0.0485], [0.0696, 0.0699, -0.0159], [-0.0773, 0.0268, -0.0720]],
  "mulliken_charge": [0.461, -0.386, -0.016, -0.279, -0.609, -0.423, -0.392, -0.576, -0.254, -0.491, -0.371, -0.129, -0.579, -0.570, -0.206, -0.378, -0.318, -0.099, 0.149, -0.513, -0.317, -0.313, -0.424, -0.483, -0.242, -0.342, -0.764, -0.271, -0.044, -0.420, -0.684, -0.516, -0.343, -0.065, -0.007, 0.004, 0.028, 0.580, -0.312, -0.756, -0.208, -0.157, -0.289, -0.199, -0.099, -0.261, -0.391, -0.618, -0.435, -0.338, -0.296, -0.239, -0.332, -0.556, -0.025, -0.226, -0.640, -0.593, -0.632, -0.220, -0.118, -0.493, -0.227, -0.525, -0.387, -0.272, 0.253, 0.382, 0.375, 0.357, 0.397, 0.468, 0.268, 0.271, 0.507, 0.356, 0.343, 0.417, 0.356, 0.373, 0.463, 0.267, -0.289, 0.161, 0.343, 0.036, 0.257, 0.272, 0.068, 0.365, 0.327, 0.069, 0.648, 0.172, 0.216, 0.259, 0.359, 0.199, 0.356, 0.296, 0.184, 0.396, 0.115, 0.093, 0.340, 0.358, 0.366, 0.353, -0.041, 0.355, 0.352, 0.351, 0.053, 0.608, 0.023, 0.021, 0.395, 0.240, 0.489, 0.591, 0.385, 0.358, 0.202, 0.346, 0.479, 0.339, 0.358, 0.255, 0.335, 0.331, 0.438],
  "spin_multiplicity": 1,
  "homo_ev": -4.0,
  "gap_ha": 0.2170,
  "e_lumo_ev": 1.952,
  "total_charge": -1
}

# 2
{
  "formula": "C4H12",
  "method": "the ωB97M-V functional and the def2-TZVPD basis",
  "elements": ["C", "C", "C", "C", "H", "H", "H", "H", "H", "H", "H", "H", "H", "H", "H", "H"],
  "xyz": [[-1.461690, -1.262516, 1.710950], [0.857982, 2.425088, -1.013483], [1.454692, 1.031157, -1.292261], [-1.025321, -2.160374, 0.581167], [1.762333, 3.131457, -0.733747], [-0.549588, -3.137867, 1.009511], [-1.778038, -2.541402, 0.039774], [1.895293, 0.629782, -0.451475], [-0.287155, -1.556802, 0.038506], [-0.584872, -1.339692, 2.397028], [2.192652, 1.136491, -2.041699], [0.695216, 0.389982, -1.859409], [0.370007, 2.786361, -1.942168], [-1.510991, -0.241013, 1.405486], [0.224371, 2.352981, -0.129758], [-2.254892, -1.643632, 2.281578]],
  "atomic_forces_ev_per_a": [[2.7293, -0.7536, 0.7858], [2.2136, 0.4949, 0.1692], [-2.5556, 0.8632, -2.6928], [3.3096, -0.5925, 2.5095], [-1.9335, -1.1101, -0.5939], [-0.3674, 1.8291, -0.6966], [-2.7684, -0.7849, -2.5620], [0.6005, -1.3196, 1.7716], [-0.1320, -0.8147, -0.4408], [-0.6099, 0.5818, -0.0653], [1.1925, 0.1679, -0.7167], [0.7891, 0.4031, 1.4657], [0.0483, 0.0870, 0.9308], [-0.6396, 0.6644, -0.0673], [-0.3650, 0.4018, -0.3231], [-1.5115, -0.1179, 0.5258]],
  "nbo_charge": [-0.605, -0.602, -0.603, -0.588, 0.196, 0.188, 0.195, 0.202, 0.206, 0.197, 0.199, 0.198, 0.208, 0.203, 0.203, 0.203],
  "spin_multiplicity": 1,
  "homo_ev": -11.4,
  "smiles": "CC.CC",
  "gap_ha": 0.4581,
  "e_lumo_ev": 1.082,
  "total_charge": 0
}

# 3
{
  "formula": "C4H6N2O3",
  "method": "the ωB97M-V functional and the def2-TZVPD basis",
  "elements": ["O", "O", "O", "N", "N", "C", "C", "C", "C", "H", "H", "H", "H", "H", "H"],
  "xyz": [[-1.185055, -2.155760, 0.988286], [0.730365, 2.008950, -0.113444], [-1.591575, 1.403850, -1.760944], [1.591515, -1.009290, 0.862976], [-1.548595, -0.612950, -0.659454], [-1.025645, 0.567100, -1.073764], [0.339505, -0.254730, 0.686216], [-0.847025, -1.156310, 0.372476], [0.379345, 0.696530, -0.514684], [2.371485, -0.350520, 0.880456], [1.572875, -1.446850, 1.786926], [1.080585, 0.358550, -1.287264], [-2.463075, -0.943070, -0.923924], [0.480575, 2.597990, -0.851284], [0.114725, 0.296510, 1.607426]],
  "atomic_forces_ev_per_a": [[0.5407, 1.1667, -0.8134], [-0.4789, -0.0378, -0.6604], [0.6577, -0.9262, 0.6165], [-0.2328, 0.0971, 0.2309], [-0.4257, -0.1654, -0.2587], [-0.5737, 2.2091, -1.3705], [1.0440, -0.1767, -0.2019], [-0.0568, -1.9682, 1.9544], [0.1995, 0.2634, 0.7272], [-0.2693, -0.1377, -0.0081], [0.0375, -0.0222, -0.4176], [-0.0583, -0.3470, 0.1049], [-0.0852, -0.0129, -0.0550], [0.0991, -0.1998, 0.4436], [-0.3979, 0.2577, -0.2920]],
  "nbo_charge": [-0.556, -0.697, -0.567, -0.814, -0.623, 0.659, -0.164, 0.682, -0.007, 0.366, 0.371, 0.204, 0.434, 0.489, 0.223],
  "spin_multiplicity": 1,
  "homo_ev": -10.1,
  "smiles": "N[C@@H]1C(=O)NC(=O)[C@H]1O",
  "gap_ha": 0.3913,
  "e_lumo_ev": 0.592,
  "total_charge": 0
}

# 4
{
  "formula": "C4H10NOPS",
  "method": "the ωB97M-V functional and the def2-TZVPD basis",
  "elements": ["S", "P", "O", "N", "C", "C", "C", "C", "H", "H", "H", "H", "H", "H", "H", "H", "H", "H"],
  "xyz": [[2.331305, -0.332670, 0.506884], [-0.214742, 1.153422, -0.464136], [-0.933217, 2.351781, -0.010681], [-1.121249, -0.213792, -0.055390], [2.902997, 0.135550, -0.979943], [-0.678034, -1.499552, -0.504867], [-2.425108, -0.121228, 0.529887], [1.256803, 0.960657, 0.915105], [-2.455243, -0.646044, 1.492064], [2.799306, 1.146824, -1.317760], [-3.192382, -0.553272, -0.122754], [-0.423701, -2.143711, 0.345210], [-2.640163, 0.935203, 0.690359], [0.811427, 0.814057, 1.895239], [1.712712, 1.941700, 0.825380], [0.204694, -1.366626, -1.127449], [-1.448651, -2.002225, -1.096830], [3.513241, -0.560080, -1.520310]],
  "atomic_forces_ev_per_a": [[0.1738, -0.0290, 0.0894], [0.4585, -1.3694, 0.5629], [-0.5678, 1.1242, 0.1100], [0.2952, 0.4757, -0.6303], [-0.2961, -0.0973, 0.1996], [0.0116, -0.2613, 0.0405], [-0.3119, 0.1522, 0.2315], [0.0830, 0.2205, -0.3167], [-0.0548, 0.0038, -0.0157], [0.0116, 0.2680, -0.0899], [0.0319, 0.0214, 0.0219], [0.0524, -0.0673, -0.0550], [-0.1470, -0.0993, 0.0716], [-0.0669, -0.0393, -0.0360], [0.0895, 0.0482, 0.0641], [0.0829, -0.1591, -0.0820], [0.0031, -0.0156, -0.0360], [0.1510, -0.1763, -0.1298]],
  "nbo_charge": [0.525, 1.558, -1.079, -0.763, -0.671, -0.412, -0.417, -0.879, 0.184, 0.219, 0.184, 0.186, 0.242, 0.255, 0.246, 0.208, 0.192, 0.222],
  "spin_multiplicity": 1,
  "homo_ev": [-7.5, -7.9],
  "gap_ha": [0.2268, 0.2763],
  "e_lumo_ev": [-1.324, -0.379],
  "total_charge": 0
}

Values of energy relative to the best compared isomer or geometry (same formula, charge and spin), in order: 463.89; 94.40; 37.96; 256.83, all in kJ/mol.